This record from the Open Molecules 2025 dataset describes the molecule C5H5N3 in a non-equilibrium geometry. The level of theory is wB97M-V/def2-TZVPD.

Structure (XYZ):
```
13
Properties=species:S:1:pos:R:3:forces:R:3
C -0.679150 -1.152246 0.681669 -3.53 -3.51 3.81
C 0.016664 -0.002090 0.293527 2.99 5.16 -4.42
C -0.045240 1.282355 1.011193 0.80 -0.47 1.26
N 0.047108 2.345986 1.440447 -0.27 -0.12 0.06
C -0.572270 0.632015 -1.042976 -5.95 -2.07 3.78
N 0.200807 0.540475 -1.937089 3.18 1.09 -6.82
N 1.495256 0.238618 -1.580949 1.06 -1.02 2.55
C 1.468842 -0.090255 -0.326623 1.87 -0.29 0.77
H 0.076874 -1.722305 1.502586 -2.82 1.13 -1.97
H -1.651454 -0.570831 1.160252 2.05 -2.46 -0.36
H -1.180026 -1.897266 -0.113930 1.86 1.83 1.54
H -1.682084 0.718545 -1.349133 1.66 0.24 1.26
H 2.504673 -0.323000 0.261026 -2.89 0.49 -1.45
```
Forces are in eV/Å.

As for the total energy: -357.62141 Ha. The frontier orbital gap comes out at 0.367 hartree. The SMILES is CC1(C#N)C=NN=C1. The value obtained for the energy above the lowest of the compared OMol25 structures with the same formula, charge and spin is 94.9 kcal per mole.

***

This record from the Open Molecules 2025 dataset describes the molecule C2H4B2O in a non-equilibrium geometry. The level of theory is wB97M-V/def2-TZVPD.

Structure (XYZ):
```
9
Properties=species:S:1:pos:R:3:forces:R:3
B -0.116583 -1.519975 -0.124744 -0.80 0.31 -0.22
B 0.492100 0.860077 0.263052 -0.31 0.05 -0.85
C -0.297525 -0.325695 -0.770407 1.16 -1.43 3.10
C 1.729660 0.540447 -0.570991 1.05 -0.92 1.36
O 2.659552 -0.075218 -0.740198 1.03 0.21 -1.29
H -0.075007 -2.507556 0.525332 0.23 0.35 -0.11
H -0.645040 0.127040 -1.618664 -0.88 0.80 -1.84
H 0.045607 1.860509 -0.172760 -0.40 0.64 0.76
H 1.036806 0.720137 1.394264 -1.07 -0.01 -0.91
```
Forces are in eV/Å.

As for the total energy: -203.42468 Ha. The frontier orbital gap comes out at 0.324 hartree. The value obtained for the energy above the lowest of the compared OMol25 structures with the same formula, charge and spin is 15.1 kcal per mole.

***

This record from the Open Molecules 2025 dataset describes the molecule C27H29N3O5 in a non-equilibrium geometry. The level of theory is wB97M-V/def2-TZVPD.

Structure (XYZ):
```
64
Properties=species:S:1:pos:R:3:forces:R:3
C -3.270804 -2.339870 0.813127 -3.85 -4.19 -4.67
O -2.951992 -1.116998 0.873487 3.63 9.59 1.06
C -2.308967 -0.406037 -0.132174 -2.69 5.36 7.02
C -2.051408 -0.985354 -1.168467 6.86 -7.22 -13.52
C -1.152688 -0.347632 -2.270829 -2.72 -0.52 4.89
C -0.716345 1.021739 -2.132504 -6.28 -9.35 3.28
N -0.315698 1.348388 -3.272081 8.66 6.32 -8.74
C 0.246429 2.772754 -3.337666 0.62 -4.50 -4.50
C 1.191334 2.908077 -4.752340 -11.49 10.41 2.16
O -0.083511 3.622377 -2.600605 0.03 1.41 0.69
C -1.413828 1.674056 -1.143497 0.99 0.14 1.13
C -2.066424 1.056332 -0.139608 -1.74 -2.59 2.58
C -2.328566 1.713297 1.246193 5.48 4.29 -8.43
N -1.154696 1.489170 1.888172 1.15 4.07 2.61
C -0.472792 2.577502 2.428754 1.26 -1.22 3.64
O -0.811722 3.745798 2.784214 0.67 -4.07 -2.28
C 0.993350 1.878593 2.940770 -5.72 8.06 7.51
O 1.588976 1.272100 2.082189 6.20 -4.61 -10.94
C 1.977864 2.003045 0.825777 -1.14 -11.23 -1.68
C 1.991502 3.226513 0.744901 2.37 11.71 3.50
C 2.648252 4.013330 -0.341607 -3.79 -0.03 4.72
C 2.735778 3.416378 -1.491709 -1.14 -5.78 5.00
C 2.761747 2.027155 -1.633167 -4.67 -2.08 5.84
C 2.149685 1.223185 -0.528264 3.20 4.01 0.92
C 1.950843 -0.157021 -0.787025 -6.54 -5.86 -4.03
O 1.668090 -0.580757 -2.058817 3.08 2.12 5.84
N 1.254354 -0.969229 0.309028 4.82 10.57 2.15
C 0.790408 -2.135265 0.484072 -1.47 -5.73 -8.13
C 0.718225 -3.046645 -0.994743 4.24 12.97 3.70
C 0.350317 -4.172428 -0.821860 -3.29 -12.51 -2.10
C -0.226185 -4.785695 0.391959 0.78 -2.98 -5.52
C -0.288479 -4.058668 1.409644 -1.86 4.11 7.45
C -0.978057 -4.604948 2.752951 10.77 -3.60 -4.13
C 0.209722 -2.671538 1.514867 0.19 -2.01 0.46
C 0.398978 -2.019122 2.786683 -1.38 4.19 1.36
H -2.551647 -3.107542 0.723820 1.24 -0.71 -0.51
H -4.115600 -2.415579 -0.042723 1.54 -0.78 1.53
H -3.714513 -2.368797 1.704773 -2.41 -1.91 3.60
H -2.030296 -2.181245 -1.392988 -0.76 3.02 0.99
H -1.008817 -0.986034 -3.127364 0.45 0.23 -0.18
H 0.439573 0.655285 -3.841781 -2.95 2.25 2.40
H 1.225761 4.138048 -4.728271 1.25 -3.18 -0.13
H 0.487216 2.826115 -5.610768 0.49 -0.71 0.63
H 1.904903 2.343297 -4.752353 8.37 -5.77 -0.12
H -1.123908 2.656227 -1.052807 -0.25 2.38 0.63
H -3.140164 1.412793 1.538718 -8.41 -3.62 4.21
H -2.457898 2.772076 0.989467 0.20 0.04 0.60
H -0.933078 0.539951 1.993800 1.27 -1.02 0.41
H 1.482447 2.782505 3.390792 0.17 -0.20 -0.37
H 0.974900 1.228386 3.806223 -1.16 -0.24 0.50
H 1.866082 3.834583 1.895749 0.15 -1.62 -3.77
H 2.673152 5.060292 -0.107523 0.45 0.34 -0.49
H 3.130999 3.764671 -2.218171 4.41 5.65 -9.18
H 2.719037 1.520975 -2.526612 0.70 -0.94 -2.08
H 1.294273 -0.310833 1.300438 0.02 -2.27 -3.53
H 1.196792 -2.443284 -1.760591 -0.45 -0.79 -0.26
H 0.462009 -4.772902 -1.839446 -0.63 0.37 2.28
H -0.587777 -5.822474 0.461907 0.20 0.55 -0.63
H -1.057444 -5.621393 2.551066 -2.12 -1.65 0.01
H -1.495141 -3.948268 3.195051 -4.59 4.17 3.56
H 0.109698 -4.804285 3.335363 -2.78 0.99 -0.48
H 1.212492 -1.210195 2.947569 -0.70 -1.69 -0.77
H -0.526128 -1.357094 3.016924 0.95 -1.27 0.27
H 0.529388 -2.777862 3.479914 0.10 -0.86 2.01
```
Forces are in eV/Å.

As for the total energy: -1585.98391 Ha. The frontier orbital gap comes out at 0.215 hartree. The SMILES is COc1ccc(NC(C)=O)cc1CNC(=O)COc1ccccc1C(=O)Nc1cccc(C)c1C. The value obtained for the energy above the lowest of the compared OMol25 structures with the same formula, charge and spin is 505.5 kcal per mole.

***

This record from the Open Molecules 2025 dataset describes a structure of composition CH3O4PS in a non-equilibrium geometry. The level of theory is wB97M-V/def2-TZVPD.

Structure (XYZ):
```
10
Properties=species:S:1:pos:R:3:forces:R:3
C -1.638052 -0.221918 0.281742 0.85 1.87 -1.69
O 2.445841 1.509518 0.011895 0.93 0.71 0.50
O 2.075016 0.215141 0.434253 0.30 -1.20 0.08
O 1.367299 1.697672 -0.863360 -0.76 -0.19 -1.23
O -0.405080 0.437039 0.302205 2.25 0.78 -0.62
P 0.832306 0.099239 -0.664488 -0.35 0.50 1.46
S 0.874775 -2.751450 -0.289214 -0.07 0.69 -0.17
H -2.276425 0.567767 0.559738 -1.58 0.22 0.33
H -1.515947 -0.978118 0.932075 -0.56 -2.77 2.44
H -1.759730 -0.574894 -0.704842 -1.00 -0.60 -1.10
```
Forces are in eV/Å.

As for the total energy: -1080.11989 Ha. The frontier orbital gap (alpha / beta) comes out at 0.241 / 0.244 hartree. The value obtained for the energy above the lowest of the compared OMol25 structures with the same formula, charge and spin is 185.3 kcal per mole.

***

This record from the Open Molecules 2025 dataset describes the molecule C5H11ClN2Si in a non-equilibrium geometry. The level of theory is wB97M-V/def2-TZVPD.

Structure (XYZ):
```
20
Properties=species:S:1:pos:R:3:forces:R:3
C 0.948653 -0.750411 0.841332 0.32 1.04 0.48
C 0.486779 -1.859746 0.138885 0.55 -0.49 0.14
C 1.321105 1.665265 0.851180 -0.21 0.21 0.45
C -0.677532 -3.052816 -1.498926 -0.05 -2.85 -0.07
C -1.590797 2.573528 -0.420706 3.10 -1.03 -2.58
N 0.363551 0.529441 0.813268 -0.16 -0.50 -1.04
N -0.595648 -2.000846 -0.548381 -0.87 2.14 -0.60
Si -1.191366 0.713752 -0.077682 0.90 -0.55 -0.50
Cl -2.572638 -0.418412 0.926734 -0.47 0.63 0.34
H 1.955015 -0.845399 1.320185 -1.09 0.29 -0.43
H 1.157491 -2.703073 0.124398 0.72 -0.37 0.20
H 1.281783 2.262818 -0.077022 0.38 -0.61 0.20
H 1.068516 2.404372 1.639567 0.08 -0.65 -0.14
H 2.324360 1.243955 1.037843 -0.39 0.49 -0.24
H -0.189106 -3.981316 -1.015925 -0.51 0.94 -0.75
H -1.769795 -3.376339 -1.656906 1.62 0.77 -0.13
H -0.111935 -2.937800 -2.489559 -0.98 0.32 1.28
H -1.975058 3.010105 0.411011 -0.76 1.57 2.76
H -0.508617 3.030545 -0.715426 -2.80 -0.81 0.64
H -2.333621 2.791517 -1.207189 0.62 -0.55 0.01
```
Forces are in eV/Å.

As for the total energy: -1056.25064 Ha. The frontier orbital gap (alpha / beta) comes out at 0.257 / 0.237 hartree.